(1)
The following is a quantum chemistry calculation of a cluster of 3 separate species, C32H49NO9P in total, from the OMol25 dataset.

Structure (XYZ):
```
92
C32H49NO9P, DFT ωB97M-V/def2-TZVPD
C 1.21 1.80 5.70
O 0.49 3.01 5.78
C 0.25 3.60 4.51
C -0.75 2.83 3.66
C -2.13 2.72 4.32
C -3.10 1.69 3.71
C -2.42 0.49 3.07
C -3.31 -0.74 2.89
C -2.49 -1.99 2.54
C -2.40 -2.30 1.04
C -1.01 -2.72 0.54
C 0.03 -1.62 0.22
C 0.51 -0.87 1.50
P 1.21 -1.65 2.97
O 0.36 -1.53 4.16
O 2.67 -1.03 3.23
O 1.60 -3.13 2.49
C -0.63 -0.54 -0.66
C 0.24 0.14 -1.74
C -0.07 1.63 -1.73
C -0.05 -0.43 -3.14
N 1.70 -0.01 -1.44
O 2.47 0.73 -2.14
C 2.28 -1.34 -1.09
C 3.39 -1.10 -0.05
C 2.89 -1.97 -2.34
C 1.16 -2.27 -0.58
H 0.66 0.99 5.21
H 2.17 1.94 5.17
H 1.43 1.49 6.73
H 1.19 3.71 3.96
H -0.13 4.60 4.74
H -0.84 3.34 2.70
H -0.34 1.84 3.44
H -1.99 2.51 5.39
H -2.58 3.71 4.27
H -3.75 2.19 2.98
H -3.76 1.32 4.49
H -2.01 0.77 2.10
H -1.57 0.18 3.70
H -3.89 -0.90 3.80
H -4.04 -0.54 2.09
H -1.49 -1.86 2.96
H -2.91 -2.85 3.07
H -2.75 -1.44 0.46
H -3.09 -3.11 0.81
H -1.15 -3.27 -0.40
H -0.58 -3.44 1.24
H 1.24 -0.11 1.20
H -0.34 -0.34 1.92
H 2.63 -0.39 3.96
H 2.24 -3.55 3.08
H -1.03 0.24 -0.01
H -1.50 -0.96 -1.18
H 0.47 2.16 -2.51
H 0.20 2.07 -0.77
H -1.14 1.77 -1.88
H 0.58 0.08 -3.88
H 0.12 -1.50 -3.19
H -1.10 -0.25 -3.38
H 4.37 -1.12 -0.54
H 3.39 -1.87 0.72
H 3.30 -0.14 0.43
H 2.20 -1.94 -3.18
H 3.12 -3.02 -2.13
H 3.81 -1.46 -2.63
H 1.62 -3.08 -0.01
H 0.70 -2.74 -1.45
C -2.66 5.93 -2.91
C -2.40 4.82 -2.23
C -2.19 4.85 -0.76
O -1.95 3.83 -0.14
C -2.26 6.16 -0.08
C -2.52 7.28 -0.76
C -2.74 7.25 -2.23
O -2.97 8.27 -2.85
H -2.82 5.95 -3.98
H -2.34 3.85 -2.71
H -2.10 6.15 0.99
H -2.58 8.25 -0.29
C 2.84 -6.21 -5.21
C 3.25 -6.33 -6.47
C 3.11 -5.21 -7.44
O 3.48 -5.32 -8.58
C 2.48 -3.96 -6.94
C 2.07 -3.84 -5.68
C 2.22 -4.96 -4.72
O 1.85 -4.85 -3.57
H 2.93 -7.01 -4.49
H 3.71 -7.24 -6.86
H 2.39 -3.16 -7.67
H 1.61 -2.94 -5.30
```

Summary:
Multiplicity   2
E_HOMO (alpha / beta)   -8.05 / -9.36 eV
Orbital gap (alpha / beta)   6.42 / 7.73 eV
Expectation value of S²   0.75
LUMO (alpha / beta)   -1.63 / -1.63 eV
E_tot   -63184.0558 eV

***

(2)
The following is a quantum chemistry calculation of a cluster of 3 separate species, C32H50BrF10IN3O3S2 in total, from the OMol25 dataset.

Structure (XYZ):
```
102
C32H50BrF10IN3O3S2, DFT ωB97M-V/def2-TZVPD
O -0.86 -2.20 6.28
C -1.61 -1.34 6.62
I -1.01 0.03 8.18
C -3.01 -1.23 5.98
C -3.15 -0.10 4.99
C -4.30 0.69 4.96
Br -5.77 0.39 6.14
C -4.42 1.72 4.06
N -3.47 1.99 3.17
C -3.63 3.09 2.17
C -5.08 3.55 1.94
C -5.58 4.65 2.90
S -4.44 6.08 3.01
C -2.33 1.26 3.17
C -1.16 1.53 2.23
C 0.16 1.77 3.02
C 1.18 2.66 2.27
F 2.33 1.92 2.22
F 0.86 2.87 0.98
C 1.59 3.96 3.03
F 1.77 3.74 4.32
F 2.80 4.31 2.56
S 0.47 5.45 2.76
F -0.79 4.53 2.37
F 0.93 5.63 1.27
F 1.64 6.41 3.28
F -0.01 5.36 4.30
F -0.46 6.72 2.59
C -2.18 0.22 4.05
F -1.09 -0.53 4.04
H -3.74 -1.17 6.80
H -3.25 -2.17 5.45
H -5.33 2.30 4.12
H -3.28 2.68 1.22
H -2.95 3.91 2.44
H -5.12 3.95 0.92
H -5.73 2.66 1.96
H -6.53 5.03 2.52
H -5.78 4.31 3.92
H -4.22 6.17 4.34
H -1.36 2.29 1.48
H -1.03 0.58 1.67
H -0.11 2.29 3.95
H 0.66 0.85 3.34
C 3.63 1.99 -0.48
C 3.55 0.53 -0.99
C 4.97 -0.01 -1.19
C 5.66 0.59 -2.42
C 4.79 0.43 -3.67
C 3.36 0.94 -3.49
N 2.73 0.45 -2.23
O 2.38 -0.80 -2.41
C 3.34 2.48 -3.52
C 2.54 0.55 -4.72
C 2.88 -0.24 0.16
H 3.77 2.02 0.60
H 4.46 2.55 -0.90
H 2.70 2.53 -0.69
H 4.94 -1.10 -1.31
H 5.57 0.19 -0.31
H 5.89 1.64 -2.26
H 6.62 0.09 -2.58
H 5.26 0.94 -4.51
H 4.77 -0.63 -3.94
H 2.35 2.87 -3.28
H 3.61 2.85 -4.51
H 4.06 2.94 -2.83
H 2.56 -0.53 -4.91
H 2.94 1.02 -5.61
H 1.50 0.86 -4.62
H 1.88 0.15 0.35
H 3.47 -0.13 1.07
H 2.80 -1.31 -0.04
C -0.79 -6.01 -4.59
C -1.26 -4.58 -4.22
C -0.10 -3.61 -4.42
C 0.99 -3.74 -3.36
C 0.40 -3.64 -1.96
C -0.78 -4.59 -1.72
N -1.79 -4.54 -2.82
O -2.49 -3.45 -2.68
C -0.27 -6.03 -1.54
C -1.41 -4.26 -0.36
C -2.37 -4.28 -5.23
H -0.87 -6.18 -5.66
H 0.25 -6.20 -4.34
H -1.41 -6.77 -4.11
H -0.47 -2.58 -4.42
H 0.34 -3.76 -5.41
H 1.53 -4.68 -3.47
H 1.73 -2.95 -3.49
H 1.18 -3.83 -1.22
H 0.07 -2.61 -1.79
H -1.10 -6.74 -1.48
H 0.31 -6.13 -0.62
H 0.40 -6.36 -2.34
H -1.72 -3.22 -0.29
H -0.69 -4.43 0.44
H -2.28 -4.89 -0.17
H -3.19 -4.99 -5.13
H -1.98 -4.36 -6.25
H -2.77 -3.27 -5.13
```

Summary:
Multiplicity   3
E_HOMO (alpha / beta)   -9.92 / -10.72 eV
Orbital gap (alpha / beta)   5.48 / 6.28 eV
Net charge   +1
Expectation value of S²   2.01
LUMO (alpha / beta)   -4.44 / -4.44 eV
E_tot   -171584.3852 eV

***

(3)
The following is a quantum chemistry calculation of a cluster of 3 separate species, C32H50F6O9 in total, from the OMol25 dataset.

Structure (XYZ):
```
97
C32H50F6O9, DFT ωB97M-V/def2-TZVPD
C -3.37 -3.47 4.47
C -2.11 -2.65 4.16
C -2.17 -2.13 2.75
C -0.89 -1.36 2.32
C -1.15 0.12 2.58
C -0.62 -1.73 0.85
C -0.02 -3.15 0.91
O 1.39 -2.95 1.19
C 1.78 -1.92 0.41
O 2.92 -1.72 0.02
C 0.54 -1.04 0.09
C 0.97 0.38 0.49
C 1.83 1.11 -0.55
C 3.04 1.81 0.05
C 2.72 3.12 0.75
C 1.97 4.12 -0.14
C 0.52 4.38 0.30
C 0.43 4.93 1.73
C -0.40 4.10 2.71
O 0.52 3.41 3.58
C -0.05 2.75 4.60
C 0.93 1.95 5.40
O -1.24 2.81 4.86
C 0.26 -1.27 -1.40
O 0.76 -2.22 -1.99
C -0.66 -0.34 -2.29
F 0.09 0.66 -2.79
F -1.09 -1.09 -3.32
C -1.93 0.22 -1.63
F -1.65 0.81 -0.45
F -2.77 -0.80 -1.40
C -2.69 1.27 -2.47
F -1.89 2.32 -2.73
F -3.10 0.73 -3.63
C -3.95 1.76 -1.72
O -4.92 1.06 -1.54
O -3.83 3.03 -1.31
H -4.24 -2.82 4.43
H -3.53 -4.23 3.71
H -3.33 -3.94 5.44
H -2.11 -1.82 4.86
H -1.26 -3.31 4.31
H -2.38 -2.97 2.08
H -3.00 -1.44 2.62
H -0.09 -1.75 2.94
H -1.64 0.61 1.76
H -0.21 0.62 2.80
H -1.73 0.22 3.49
H -1.56 -1.89 0.34
H -0.05 -3.71 -0.02
H -0.37 -3.78 1.72
H 1.57 0.29 1.40
H 0.15 1.01 0.76
H 1.20 1.85 -1.02
H 2.17 0.46 -1.35
H 3.56 1.12 0.70
H 3.74 2.02 -0.76
H 3.66 3.57 1.06
H 2.18 2.92 1.67
H 2.50 5.07 -0.14
H 1.99 3.78 -1.17
H 0.11 5.11 -0.39
H -0.02 3.45 0.18
H 1.41 5.02 2.17
H 0.01 5.93 1.68
H -1.01 4.76 3.30
H -1.00 3.35 2.21
H 1.66 2.59 5.85
H 1.41 1.19 4.80
H 0.36 1.46 6.17
H -4.70 3.33 -1.04
C 5.23 -5.73 1.20
C 3.94 -5.00 0.83
C 2.90 -6.10 1.01
O 3.39 -6.95 2.05
C 4.76 -6.64 2.33
H 6.04 -5.07 1.50
H 5.57 -6.33 0.35
H 3.76 -4.19 1.54
H 3.94 -4.58 -0.17
H 2.79 -6.69 0.10
H 1.92 -5.71 1.30
H 4.81 -6.12 3.29
H 5.33 -7.56 2.40
C -2.05 1.80 -6.70
C -3.23 2.63 -7.20
C -2.63 3.30 -8.43
O -1.65 2.40 -8.95
C -1.41 1.36 -8.00
H -2.34 0.97 -6.07
H -1.36 2.43 -6.14
H -4.05 1.98 -7.50
H -3.61 3.35 -6.47
H -2.12 4.24 -8.16
H -3.37 3.52 -9.20
H -1.87 0.43 -8.38
H -0.33 1.20 -7.92
```

Summary:
Structure (SMILES)   CCC[C@H](C)[C@@H]1COC(=O)[C@@]1(CCCCCCCCOC(C)=O)C(=O)C(F)(F)C(F)(F)C(F)(F)C(=O)O.C1CCOC1.C1CCOC1
E_HOMO   -9.23 eV
Orbital gap   9.17 eV
LUMO   -0.05 eV
E_tot   -68726.6972 eV

***

(4)
The following is a quantum chemistry calculation of a cluster of 9 separate species, C32H51Br2O22 in total, from the OMol25 dataset.

Structure (XYZ):
```
107
C32H51Br2O22, DFT ωB97M-V/def2-TZVPD
C -0.34 -1.54 1.02
C 0.71 -0.50 0.57
O 0.66 0.73 1.26
H -0.52 -1.45 2.09
H 0.02 -2.54 0.76
H -1.27 -1.36 0.48
H 0.62 -0.30 -0.49
H 1.63 -1.08 0.63
Br 1.57 -1.30 6.52
C 0.72 0.28 7.43
C -0.26 0.96 6.44
Br -1.15 2.39 7.46
H 1.54 0.89 7.80
H 0.17 -0.15 8.26
H -1.00 0.31 5.99
H 0.33 1.44 5.65
C 1.70 6.39 3.54
C 2.36 6.18 2.17
C 1.84 7.05 1.09
O 2.92 7.81 0.70
C 4.02 7.58 1.45
O 5.15 8.03 1.15
O 3.75 6.55 2.26
H 0.69 5.97 3.62
H 1.71 7.43 3.87
H 2.17 5.86 4.37
H 2.37 5.15 1.83
H 1.08 7.74 1.45
H 1.48 6.48 0.23
C -2.87 3.47 -0.63
C -3.60 3.04 0.64
C -3.21 3.72 1.91
O -4.36 4.45 2.35
C -5.33 4.39 1.42
O -6.42 4.93 1.53
O -4.94 3.45 0.50
H -3.43 3.17 -1.52
H -1.84 3.17 -0.78
H -2.87 4.56 -0.64
H -3.61 1.99 0.91
H -2.37 4.39 1.75
H -2.87 2.96 2.61
C -7.73 -2.15 -0.50
C -6.37 -2.35 -1.20
C -6.06 -3.74 -1.71
O -6.19 -3.63 -3.14
C -6.33 -2.35 -3.48
O -6.48 -1.97 -4.65
O -6.35 -1.60 -2.35
H -7.87 -2.81 0.35
H -8.55 -2.28 -1.21
H -7.85 -1.14 -0.11
H -5.55 -2.07 -0.54
H -6.65 -4.57 -1.33
H -5.01 -3.93 -1.48
C -4.17 -6.47 2.69
C -2.84 -5.91 2.11
C -1.55 -6.16 2.92
O -0.80 -7.05 2.09
C -1.33 -7.04 0.83
O -0.82 -7.61 -0.16
O -2.57 -6.57 0.88
H -5.11 -6.07 2.31
H -4.17 -6.33 3.77
H -4.35 -7.54 2.61
H -2.85 -4.83 1.96
H -1.75 -6.55 3.91
H -0.97 -5.25 3.13
C 6.70 -2.59 1.04
C 6.12 -4.06 0.97
C 4.75 -4.25 1.54
O 4.09 -4.84 0.45
C 4.84 -5.10 -0.60
O 4.48 -5.61 -1.63
O 6.01 -4.45 -0.41
H 7.69 -2.56 0.57
H 6.91 -2.29 2.06
H 5.94 -1.93 0.64
H 6.76 -4.73 1.54
H 4.41 -3.25 1.80
H 4.83 -4.79 2.48
C 0.05 -0.50 -7.41
C 0.20 -0.76 -5.88
C -1.11 -0.84 -5.06
O -1.25 -2.23 -4.76
C -0.15 -2.90 -5.18
O 0.06 -4.10 -4.96
O 0.74 -2.03 -5.77
H -0.55 0.38 -7.64
H -0.43 -1.23 -8.06
H 0.99 -0.19 -7.86
H 0.72 0.10 -5.46
H -1.87 -0.43 -5.72
H -1.09 -0.19 -4.18
C 3.84 4.12 -4.30
C 4.36 4.18 -2.86
C 5.03 2.89 -2.37
O 6.31 3.32 -1.92
C 6.56 4.55 -2.36
O 7.69 5.06 -2.23
O 5.42 5.10 -2.87
H 2.93 3.54 -4.44
H 4.58 3.70 -4.98
H 3.77 5.17 -4.60
H 3.49 4.41 -2.24
H 5.04 2.12 -3.14
H 4.44 2.44 -1.57
```

Summary:
E_HOMO   -3.42 eV
Orbital gap   5.09 eV
Net charge   -1
LUMO   1.67 eV
E_tot   -219139.1904 eV

***

(5)
The following is a quantum chemistry calculation of a cluster of 3 separate species, C32H51BrFN5O4P2S2 in total, from the OMol25 dataset.

Structure (XYZ):
```
98
C32H51BrFN5O4P2S2, DFT ωB97M-V/def2-TZVPD
C 2.15 -3.65 4.17
C 2.87 -2.54 4.34
C 3.40 -1.70 3.21
C 2.61 -0.76 2.55
P 0.90 -0.65 3.17
O -0.04 -1.54 2.44
C 3.10 0.02 1.50
C 2.19 1.02 0.80
C 0.94 0.40 0.12
C 0.46 1.21 -1.14
C -0.93 1.83 -0.89
C -1.76 2.12 -2.17
C -3.09 1.31 -2.16
C -4.04 1.75 -1.00
C -5.53 1.91 -1.40
C -6.47 1.03 -0.53
C -7.53 0.30 -1.36
C -8.66 -0.32 -0.48
C -9.35 -1.43 -1.29
C -10.27 -2.35 -0.42
C -9.96 -3.84 -0.66
C 4.44 -0.12 1.13
C 5.20 -1.04 1.82
C 4.73 -1.84 2.83
P 5.80 -3.05 3.68
S 5.97 -4.78 2.81
S 6.91 -1.20 1.32
C 6.72 -0.99 -0.45
C 7.46 -1.71 -1.33
C 7.31 -1.52 -2.69
O 8.08 -2.22 -3.58
C 6.38 -0.60 -3.10
Br 6.21 -0.36 -5.00
C 5.62 0.13 -2.20
C 4.61 1.14 -2.69
C 5.04 2.59 -2.41
F 3.33 0.88 -2.15
C 5.77 -0.07 -0.84
N 5.02 0.66 0.11
H 1.41 -3.82 3.38
H 2.26 -4.44 4.92
H 3.08 -2.22 5.36
H 0.51 0.71 3.09
H 0.88 -1.06 4.52
H 2.71 1.63 0.06
H 1.86 1.72 1.58
H 1.05 -0.67 -0.07
H 0.11 0.49 0.83
H 0.44 0.55 -2.02
H 1.17 2.02 -1.31
H -0.75 2.81 -0.40
H -1.56 1.26 -0.20
H -1.22 1.96 -3.11
H -2.07 3.18 -2.17
H -3.62 1.42 -3.11
H -2.79 0.27 -1.97
H -3.64 2.67 -0.54
H -3.97 0.98 -0.23
H -5.68 1.72 -2.47
H -5.80 2.96 -1.20
H -6.99 1.70 0.17
H -5.89 0.33 0.09
H -7.11 -0.53 -1.94
H -8.03 1.02 -2.03
H -9.44 0.43 -0.27
H -8.28 -0.68 0.48
H -9.95 -1.02 -2.11
H -8.59 -2.07 -1.75
H -10.19 -2.11 0.64
H -11.31 -2.20 -0.73
H -9.10 -4.18 -0.08
H -9.82 -4.06 -1.73
H -10.82 -4.44 -0.33
H 7.02 -2.37 3.88
H 5.27 -3.23 4.98
H 8.19 -2.45 -0.99
H 8.98 -2.26 -3.25
H 4.47 1.06 -3.77
H 4.19 3.18 -2.05
H 5.89 2.66 -1.73
H 5.38 3.08 -3.34
H 4.35 1.28 -0.33
N -3.11 -2.02 1.61
C -4.41 -2.40 1.49
N -4.82 -3.37 2.37
O -5.16 -1.92 0.65
H -2.47 -2.40 2.28
H -2.78 -1.32 0.97
H -5.78 -3.67 2.30
H -4.23 -3.78 3.06
N 7.76 6.09 -0.24
C 6.46 5.66 -0.26
N 6.18 4.64 0.60
O 5.62 6.16 -0.98
H 8.47 5.69 0.34
H 8.00 6.84 -0.86
H 5.24 4.30 0.62
H 6.86 4.21 1.20
```

Summary:
Structure (SMILES)   C=Cc1c([PH2]=O)c(CCCCCCCCCCCCCC)c2c(c1[PH2]=S)Sc1cc(O)c(Br)c([C@H](C)F)c1N2.NC(N)=O.NC(N)=O
E_HOMO   -8.42 eV
Orbital gap   8.23 eV
LUMO   -0.19 eV
E_tot   -162660.8280 eV